# C21H22N4O5S2

C21H22N4O5S2 in the gas phase (ωB97M-V with the def2-TZVPD basis set, the OMol25 dataset).

The calculation puts the LUMO energy at 0.07 eV. As for the relative energy (zero: lowest compared OMol25 entry of this formula, charge and spin): 0.00 kcal/mol. For the HOMO-LUMO gap, the calculation gives 0.3184 hartree. The HOMO energy is -8.60 eV.

ORCA input file:
```
! wB97M-V def2-TZVPD RIJCOSX def2/J DEFGRID3
* xyz 0 1
C 1.829 1.211 -3.023
C 1.045 0.007 -2.517
C 1.954 -1.208 -2.341
C 1.190 -2.469 -1.924
N 0.478 -2.283 -0.687
C 1.021 -2.276 0.565
N 0.162 -2.013 1.515
C -1.029 -1.801 0.875
C -2.265 -1.422 1.386
C -3.278 -1.226 0.476
C -3.117 -1.410 -0.892
C -1.896 -1.788 -1.416
C -0.850 -1.965 -0.522
H -1.765 -1.926 -2.478
H -3.970 -1.241 -1.527
S -4.856 -0.662 1.083
O -4.694 -0.282 2.461
O -5.889 -1.600 0.759
N -5.077 0.666 0.096
H -4.456 1.424 0.355
H -6.038 0.969 0.095
H -2.450 -1.287 2.440
S 2.715 -2.558 0.830
C 2.872 -1.911 2.533
H 3.553 -2.573 3.066
C 3.468 -0.518 2.444
O 4.599 -0.301 2.809
C 2.634 0.516 1.785
C 3.277 1.436 0.956
C 2.556 2.391 0.269
C 1.173 2.445 0.399
C 0.522 1.533 1.239
C 1.252 0.592 1.944
H 0.729 -0.078 2.607
N -0.875 1.559 1.298
C -1.618 2.515 0.704
O -2.830 2.482 0.654
C -0.812 3.685 0.151
H -0.734 4.435 0.955
O 0.477 3.359 -0.327
H -1.352 4.132 -0.686
H -1.356 0.781 1.737
H 3.041 3.104 -0.378
H 4.349 1.381 0.855
H 1.871 -1.942 2.959
H 0.462 -2.741 -2.690
H 1.894 -3.297 -1.795
H 2.467 -1.421 -3.280
H 2.713 -0.984 -1.589
H 0.247 -0.230 -3.224
H 0.579 0.256 -1.561
H 1.190 2.089 -3.072
H 2.228 1.017 -4.016
H 2.659 1.428 -2.355
*
```